ORCA calculation (ωB97M-V/def2-TZVPD) on a structure of composition C29H51Cl2MgN4O4Si in a non-equilibrium geometry.

```
92
Properties=species:S:1:pos:R:3:forces:R:3
C 3.71466 -2.31261 -6.59331 -0.193 -0.451 0.275
C 3.00790 -1.58469 -7.68920 -0.458 0.084 -1.111
H 4.56403 -2.89239 -6.98344 -0.239 0.096 0.091
H 3.02706 -3.00066 -6.08175 0.177 0.117 0.035
H 4.09144 -1.59716 -5.85377 -0.129 -0.159 -0.051
C 2.92250 -2.07642 -8.94012 0.494 0.659 0.677
C 3.24359 -3.47981 -9.29827 0.263 -0.490 -0.336
H 2.68243 -1.44390 -9.79381 -0.397 -0.071 0.482
H 2.65729 -4.19124 -8.69831 0.211 0.141 -0.101
H 4.31058 -3.71189 -9.17756 -0.123 -0.114 0.006
H 2.98268 -3.62674 -10.35244 0.125 -0.237 0.168
Mg -0.11934 0.40251 -2.16484 0.026 0.424 0.707
Cl 2.02343 1.14518 -2.44361 -0.236 -0.072 0.006
C -0.83717 3.06560 -3.02601 -0.583 -1.179 0.147
O -1.29490 1.91537 -2.74786 0.472 2.088 -0.557
N -1.63044 4.10613 -3.29270 -0.046 -0.379 0.082
C -3.07878 3.90395 -3.31585 0.078 -0.131 -0.139
C -1.09324 5.40031 -3.70689 0.385 -0.168 -0.134
H 0.24948 3.24223 -3.05898 -0.242 -0.018 0.051
H -3.39248 3.39984 -2.39358 0.034 0.125 -0.275
H -3.36778 3.28624 -4.18064 0.060 0.164 0.290
H -3.54976 4.88850 -3.39813 0.004 -0.292 0.080
H -0.18948 5.61586 -3.12066 -0.305 0.068 -0.179
H -1.85746 6.16540 -3.53035 0.331 -0.145 0.069
H -0.82469 5.40919 -4.77666 -0.164 -0.047 0.332
H -3.16938 2.15346 1.67640 -0.034 -0.210 -0.091
H -1.07233 2.24598 3.65701 0.080 -0.270 -0.178
C -2.85750 1.10113 1.74436 0.159 0.179 0.205
C -0.90698 1.20958 3.31859 0.021 -0.085 -0.102
N -1.41878 1.00942 1.95930 -0.654 0.048 -0.032
H -3.12854 0.57161 0.82615 0.071 0.199 0.179
C -0.60560 0.90154 0.90708 0.767 -0.465 -0.317
O -1.00773 0.83894 -0.27236 -0.466 -0.022 -0.095
H 0.16905 0.99522 3.32926 -0.303 0.202 -0.052
H 0.48648 0.86814 1.15307 -0.249 0.185 0.217
H -3.36296 0.65397 2.60287 -0.032 -0.023 -0.080
H -1.43670 0.53980 4.01165 0.106 0.089 -0.198
H 0.17680 -4.87021 0.14721 -0.223 -0.127 -0.132
H -0.22242 -3.64814 -3.27600 -0.205 -0.020 0.200
C -0.83778 -4.73405 -0.24974 0.109 0.232 0.375
C -1.06056 -3.98048 -2.65035 0.076 0.048 -0.137
N -0.85601 -3.65852 -1.23595 -0.041 0.177 -0.059
H -1.49869 -4.48732 0.59048 0.073 -0.180 -0.188
C -0.60858 -2.40877 -0.85607 0.332 0.888 -0.831
O -0.44385 -1.47171 -1.66823 -0.411 -1.743 1.107
H -1.97981 -3.51134 -3.02372 0.264 -0.070 0.100
H -0.54792 -2.26001 0.23769 0.074 0.061 -0.298
H -1.17020 -5.65635 -0.72718 0.017 0.159 0.188
H -1.15987 -5.06326 -2.71395 0.017 0.122 -0.175
O 1.51660 -0.36346 -6.17452 -0.192 -0.638 -1.073
C 2.41376 -0.24457 -7.27927 0.139 0.151 0.339
C 0.87040 -0.00827 -9.27808 -0.177 0.366 -0.411
C 1.81065 0.55475 -8.42004 0.438 0.083 0.312
H 0.63137 -1.06974 -9.17665 -0.180 0.499 0.022
C 0.28161 0.77709 -10.28013 0.226 -0.148 0.302
H 3.26670 0.31999 -6.87976 -0.089 0.240 -0.032
C 2.20662 1.88885 -8.57023 -0.293 -0.263 -0.436
H -0.47131 0.32652 -10.93310 0.236 0.247 0.178
C 0.66427 2.11176 -10.42687 0.033 0.028 -0.053
C 1.64312 2.65951 -9.58866 0.130 0.050 0.170
H 2.96566 2.28366 -7.88678 -0.335 -0.009 -0.300
H 0.20766 2.73160 -11.20636 0.184 -0.243 0.279
H 1.98230 3.69229 -9.72170 -0.253 -0.334 -0.001
Si -0.22049 -0.61776 -6.29724 -0.265 4.297 0.124
Cl -0.04319 -2.64909 -6.66195 0.399 -2.702 -0.310
C -1.65021 -0.44219 -7.62166 -0.262 -1.388 -0.662
C -0.53913 1.34463 -6.31344 0.751 0.700 0.705
C -0.65822 -0.78636 -4.44755 -0.248 -0.251 0.285
H -1.66560 0.47025 -8.23587 0.178 -0.309 0.442
H -2.56298 -0.43803 -7.00992 -0.056 -0.092 -0.065
H -1.69892 -1.29982 -8.30670 -0.314 0.029 0.064
H -1.28581 -1.65855 -4.22097 0.198 0.234 -0.014
H -1.19417 0.11808 -4.10062 0.183 -0.330 -0.297
H 0.30999 -0.92463 -3.91643 -0.358 0.034 -0.516
H -0.37850 1.78234 -7.30824 0.021 -0.013 0.227
H 0.13020 1.85893 -5.61468 0.036 0.270 0.177
H -1.57993 1.55144 -6.01912 0.055 0.008 -0.030
C 1.59769 3.55059 0.58823 -0.327 0.201 -0.503
C 2.37022 2.68512 1.49939 2.002 -0.494 1.548
C 3.64747 2.94736 2.07918 -1.292 0.059 -0.649
C 3.97266 1.82100 2.85691 -1.258 -1.158 -0.093
C 2.87384 0.90774 2.72204 1.519 2.693 -0.697
C 2.71825 -0.39940 3.36454 -0.112 -0.720 0.402
N 1.93852 1.46270 1.90556 0.180 -0.270 0.118
H 1.49740 3.06918 -0.40214 -0.094 0.290 0.235
H 2.12488 4.50842 0.46382 -0.226 -0.213 -0.040
H 0.59219 3.75532 0.99538 0.128 0.056 -0.223
H 4.20883 3.86139 1.91056 0.087 -0.179 0.106
H 4.85392 1.63125 3.44679 0.213 0.085 0.049
H 3.70525 -0.83754 3.54432 -0.138 -0.096 0.048
H 2.21295 -0.31959 4.33879 -0.022 -0.179 -0.021
H 2.14199 -1.09397 2.73982 0.058 0.029 0.073
```
Positions in Å, forces in eV/Å.

Values from the calculation:
E_HOMO = -3.11 eV
DFT total energy = -83423.810 eV
Net charge = -1
HOMO-LUMO gap = 5.0073 eV
LUMO = 0.070 hartree